{
  "formula": "C5H9N3O2",
  "method": "wB97M-V/def2-TZVPD",
  "elements": ["H", "N", "C", "O", "C", "N", "C", "O", "C", "C", "N", "H", "H", "H", "H", "H", "H", "H", "H"],
  "positions_angstrom": [[1.523, 0.214, 2.181], [0.600, -0.040, 2.521], [-0.116, -0.628, 1.605], [-1.287, -0.876, 2.144], [-0.185, -0.128, 0.161], [-1.037, -0.991, -0.624], [-2.221, -0.611, -1.141], [-2.626, 0.540, -1.216], [1.196, 0.010, -0.440], [1.422, 0.930, -1.574], [1.962, 1.239, -0.250], [-0.920, -0.341, 3.163], [-0.675, 0.858, 0.180], [-0.727, -1.938, -0.808], [-2.844, -1.473, -1.448], [1.799, -0.904, -0.397], [2.159, 0.665, -2.333], [0.573, 1.517, -1.929], [1.402, 1.957, 0.205]],
  "forces_ev_per_angstrom": [[0.161, 0.326, 0.159], [1.925, -1.119, -1.498], [-0.807, 4.337, 2.162], [-0.590, 0.390, 2.890], [0.834, -1.071, -0.821], [0.504, -0.488, -0.129], [-0.992, 0.821, -0.134], [0.422, -0.822, 0.230], [-0.010, -0.155, -0.095], [-0.171, 0.085, -0.310], [0.188, 0.052, 0.152], [-1.411, -2.366, -3.173], [0.036, -0.381, 0.265], [-0.212, 0.180, 0.257], [0.219, 0.169, -0.233], [-0.106, 0.273, 0.033], [-0.184, 0.129, 0.227], [0.182, -0.206, 0.074], [0.012, -0.155, -0.055]],
  "mulliken_charge": [0.25, -0.77, 0.20, -0.57, 0.40, -0.10, -0.05, -0.55, -0.36, -0.51, -0.56, 0.52, 0.24, 0.26, 0.34, 0.42, 0.28, 0.25, 0.33],
  "gap_ev": 10.17,
  "e_above_lowest_kj_mol": 299.6,
  "smiles": "[H]/N=C(/O)[C@H](NC=O)[C@H]1CN1",
  "multiplicity": 1,
  "e_tot_ev": -13893.476,
  "homo_energy_ev": -9.920,
  "lumo_ev": 0.2
}

=====

{
  "formula": "C4H9N2",
  "method": "wB97M-V/def2-TZVPD",
  "elements": ["C", "C", "C", "C", "N", "N", "H", "H", "H", "H", "H", "H", "H", "H", "H"],
  "positions_angstrom": [[-0.009, -1.334, 1.694], [0.636, -0.086, 1.973], [0.341, 1.985, -0.878], [-0.804, -0.946, -1.446], [0.296, -0.627, 0.635], [0.242, -0.476, -0.607], [-0.270, -2.339, 1.870], [0.150, 0.720, 2.331], [1.618, -0.155, 2.155], [1.163, 1.566, -1.407], [-0.466, 2.475, -1.403], [0.423, 2.207, 0.171], [-1.679, -0.227, -1.451], [-0.517, -0.798, -2.498], [-1.124, -1.967, -1.138]],
  "forces_ev_per_angstrom": [[-0.119, 0.417, -2.925], [0.192, -1.464, -1.249], [-0.185, -1.079, 0.303], [-2.005, 0.129, -0.354], [-2.576, -2.364, 3.541], [1.692, 3.547, -2.061], [-0.444, -0.765, 0.506], [-1.933, 2.694, 1.034], [3.698, 0.273, 0.880], [0.545, 0.249, -0.271], [-0.186, -0.355, -0.145], [0.183, -0.025, 0.167], [0.540, -0.934, 0.794], [0.488, -0.912, 0.424], [0.111, 0.592, -0.643]],
  "mulliken_charge": [-0.01, -0.53, -0.63, -0.65, 0.43, -0.57, 0.39, 0.35, 0.32, 0.36, 0.34, 0.28, 0.28, 0.30, 0.32],
  "total_charge": 1,
  "gap_ev": [6.59, 8.68],
  "e_above_lowest_kj_mol": 834.8,
  "multiplicity": 1,
  "e_tot_ev": -7259.489,
  "homo_energy_ev": [-13.057, -13.682],
  "lumo_ev": [-6.5, -5.0]
}

=====

{
  "formula": "C26H78O13S13",
  "method": "wB97M-V/def2-TZVPD",
  "elements": ["C", "S", "O", "C", "H", "H", "H", "H", "H", "H", "C", "S", "O", "C", "H", "H", "H", "H", "H", "H", "C", "S", "O", "C", "H", "H", "H", "H", "H", "H", "C", "S", "O", "C", "H", "H", "H", "H", "H", "H", "C", "S", "O", "C", "H", "H", "H", "H", "H", "H", "C", "S", "O", "C", "H", "H", "H", "H", "H", "H", "C", "S", "O", "C", "H", "H", "H", "H", "H", "H", "C", "S", "O", "C", "H", "H", "H", "H", "H", "H", "C", "S", "O", "C", "H", "H", "H", "H", "H", "H", "C", "S", "O", "C", "H", "H", "H", "H", "H", "H", "C", "S", "O", "C", "H", "H", "H", "H", "H", "H", "C", "S", "O", "C", "H", "H", "H", "H", "H", "H", "C", "S", "O", "C", "H", "H", "H", "H", "H", "H"],
  "positions_angstrom": [[6.317, 2.579, -0.464], [5.139, 2.843, -1.845], [5.653, 2.034, -3.054], [3.749, 2.019, -1.078], [6.266, 1.623, -0.291], [5.829, 3.287, 0.235], [7.162, 3.110, -0.575], [3.496, 2.611, -0.293], [4.036, 0.966, -0.931], [2.904, 1.975, -1.746], [-0.994, 3.668, 4.645], [0.287, 3.615, 3.496], [0.995, 2.271, 3.783], [-0.828, 3.301, 2.091], [-1.247, 4.575, 4.906], [-0.802, 3.416, 5.528], [-1.794, 2.902, 4.399], [-1.371, 2.516, 2.328], [-0.247, 3.114, 1.142], [-1.339, 4.330, 2.064], [4.972, -4.722, 3.330], [4.908, -4.076, 1.657], [4.132, -5.014, 0.789], [3.720, -2.788, 1.960], [5.273, -3.958, 4.097], [5.675, -5.473, 3.382], [4.130, -5.045, 3.493], [3.915, -2.074, 2.757], [2.644, -2.972, 2.017], [3.830, -2.024, 1.202], [-1.084, -0.924, -0.568], [0.640, -0.452, -0.329], [0.631, 1.003, -0.755], [0.493, -0.292, 1.435], [-1.597, -0.589, -1.602], [-1.824, -0.684, 0.166], [-1.193, -1.950, -0.807], [1.588, 0.070, 1.625], [0.130, -1.372, 1.795], [-0.206, 0.580, 1.674], [-2.060, 1.938, -4.132], [-3.069, 0.612, -4.767], [-3.743, 1.149, -6.086], [-1.836, -0.575, -5.043], [-1.579, 1.672, -3.243], [-2.777, 2.721, -3.645], [-1.351, 2.270, -4.724], [-1.208, -0.687, -4.184], [-1.346, -0.313, -6.042], [-2.191, -1.458, -5.215], [-0.074, 4.192, -2.104], [-1.174, 5.139, -3.051], [-1.967, 5.808, -1.878], [-0.095, 6.375, -3.641], [-0.577, 3.659, -1.440], [0.584, 4.537, -1.560], [0.413, 3.524, -2.788], [0.333, 6.624, -2.503], [-0.692, 7.237, -4.101], [0.787, 6.105, -4.093], [-1.422, -0.287, 4.757], [-0.579, -1.849, 4.765], [-1.090, -2.427, 3.374], [1.069, -1.284, 4.780], [-2.468, -0.226, 4.325], [-0.703, 0.325, 4.083], [-1.119, 0.237, 5.637], [1.272, -0.519, 5.762], [1.252, -0.583, 3.930], [1.839, -2.103, 4.725], [4.380, 1.548, 2.811], [5.415, 1.398, 4.305], [6.610, 2.301, 4.149], [4.164, 2.321, 5.233], [4.053, 2.481, 2.733], [3.702, 0.706, 3.188], [4.825, 1.386, 1.952], [4.054, 3.394, 4.758], [4.654, 2.416, 5.998], [3.343, 1.724, 5.495], [3.354, 1.576, -6.092], [2.542, 2.255, -4.690], [1.414, 2.929, -5.359], [1.840, 0.809, -4.070], [3.517, 2.379, -6.762], [2.674, 1.034, -6.708], [4.027, 0.990, -5.863], [0.793, 1.196, -3.468], [2.624, 0.445, -3.177], [1.849, 0.058, -4.696], [-4.126, 1.578, -0.155], [-5.536, 2.572, -0.335], [-5.840, 3.175, 1.051], [-5.025, 3.960, -1.360], [-3.138, 2.058, 0.260], [-3.721, 1.356, -1.146], [-4.463, 0.693, 0.394], [-5.668, 4.757, -1.440], [-4.768, 3.748, -2.298], [-4.045, 4.431, -1.035], [-2.435, -5.637, 1.881], [-2.593, -4.078, 1.203], [-3.030, -4.216, -0.280], [-4.006, -3.526, 2.056], [-1.911, -6.376, 1.242], [-3.211, -6.196, 1.713], [-2.248, -5.786, 2.797], [-4.649, -2.807, 1.425], [-3.659, -3.140, 3.059], [-4.722, -4.398, 2.311], [-6.326, -3.509, -3.432], [-4.686, -3.099, -2.918], [-4.061, -2.353, -4.141], [-4.986, -1.730, -1.837], [-7.014, -2.657, -3.712], [-7.015, -3.747, -2.748], [-6.468, -4.063, -4.390], [-4.107, -1.266, -1.464], [-5.439, -2.122, -1.022], [-5.593, -0.948, -2.224], [0.238, -6.283, -0.858], [1.367, -5.169, -0.089], [0.982, -3.785, -0.632], [0.932, -5.313, 1.629], [0.607, -6.485, -1.746], [-0.611, -5.744, -0.954], [0.101, -7.107, -0.208], [1.736, -5.194, 2.159], [0.508, -6.242, 2.109], [0.378, -4.511, 1.842]],
  "forces_ev_per_angstrom": [[-4.527, 5.076, -0.814], [1.577, -0.303, -2.349], [-1.042, 0.802, 1.899], [1.226, -2.222, -2.682], [0.451, -5.087, 1.548], [-0.162, -1.053, 0.616], [3.468, 0.894, -1.205], [-0.759, 1.202, 2.809], [-0.136, 0.355, 0.662], [-0.170, 0.328, -0.396], [-2.618, -3.249, -6.112], [1.768, -2.597, -0.672], [-0.569, 1.389, -0.357], [3.464, 5.612, -1.663], [-2.354, 5.222, -0.068], [3.240, -3.003, 7.224], [0.426, 1.481, -0.133], [-3.035, -3.559, 1.116], [-0.460, 0.336, 1.062], [0.095, -1.782, -0.439], [7.301, 5.084, -0.916], [-0.375, 0.417, -0.515], [0.694, -0.223, 0.649], [-0.445, 2.402, 0.326], [-0.344, -0.389, -0.972], [1.562, -1.747, -0.132], [-8.975, -3.500, 2.055], [0.578, -0.604, 1.004], [0.262, -0.935, -0.155], [-0.024, -0.349, -1.173], [-1.663, 0.044, -3.620], [-2.110, 1.590, -0.500], [0.696, -0.079, -0.339], [0.903, -0.812, 0.545], [1.771, 0.222, 2.010], [0.092, 0.484, 0.970], [0.394, -1.587, 0.515], [-1.943, -0.935, 0.612], [1.030, 2.514, -0.073], [0.831, -1.446, -0.367], [-4.928, 0.153, 3.420], [-3.195, 1.803, -1.093], [1.986, -1.386, 2.475], [3.101, 4.347, -2.189], [0.942, -1.346, 1.530], [1.062, -0.981, -1.779], [3.113, 2.113, -3.489], [0.721, 0.435, 0.407], [0.125, 0.028, 1.553], [-2.911, -5.141, -0.786], [-2.965, -3.010, -7.468], [-2.647, 0.630, 2.384], [0.749, -0.571, -2.169], [-0.558, 3.053, 4.442], [-3.072, -2.723, 2.396], [6.684, 5.035, 4.864], [0.347, -0.690, -0.413], [-1.119, 0.545, -2.915], [1.065, -1.339, 0.715], [1.576, -1.044, -1.843], [1.975, 2.065, -2.301], [-3.410, -2.394, -1.817], [1.864, 0.845, 2.418], [2.631, 2.997, 0.869], [1.356, -0.541, 1.100], [-1.480, -0.775, 0.236], [-0.965, 0.258, 1.296], [-0.744, -2.528, -2.441], [-0.150, -0.565, 0.436], [-1.052, 0.661, 0.376], [-0.647, -4.340, 5.077], [0.529, 1.410, -1.534], [-0.835, -0.634, 0.414], [-2.534, 1.390, -8.073], [-2.211, 3.813, 0.312], [-0.116, 1.445, -1.437], [2.595, -1.822, -4.049], [-0.322, -2.394, 0.811], [5.089, 1.592, 8.803], [-1.639, -0.469, -0.372], [-6.196, 4.468, -2.147], [0.273, 0.898, -0.646], [-1.374, 1.418, -0.127], [-0.100, 2.683, 8.491], [1.209, 1.068, -0.184], [-1.284, -0.729, 0.069], [7.532, -5.301, 2.115], [2.985, -1.573, -1.913], [-2.144, 0.818, -2.088], [-0.951, -3.780, -3.455], [3.483, 0.590, -0.101], [-2.111, 2.100, 1.807], [0.521, -0.910, -1.809], [3.314, 0.189, 3.484], [-2.202, -0.511, 0.076], [-0.599, -0.623, -0.279], [0.369, 0.166, -0.131], [-2.218, 1.380, 0.505], [0.591, -1.808, -4.025], [-0.992, -0.571, 0.408], [1.981, -0.398, -6.107], [0.693, 1.975, -3.647], [0.493, -0.291, 2.166], [-2.923, -0.378, 1.733], [1.444, 1.265, 0.137], [-5.999, -2.262, -0.639], [2.092, -0.214, 7.025], [1.529, -0.811, 1.040], [-0.451, 0.082, -1.198], [1.094, 1.160, -0.583], [-1.100, 2.504, -3.848], [1.925, 1.834, -2.959], [-0.803, -1.744, 1.715], [0.131, 0.353, -1.002], [1.647, 0.597, -0.226], [-1.754, -2.491, 3.448], [1.030, -0.290, 1.082], [1.321, -0.063, -0.149], [-1.713, -1.236, 2.863], [-0.605, 0.395, -0.926], [0.285, 0.442, 4.074], [1.301, 1.014, -1.589], [0.083, -1.262, 1.275], [-2.785, -3.719, -1.710], [1.805, -1.328, -4.218], [-3.162, 1.568, -0.360], [-0.092, -1.136, 0.323], [5.179, 0.763, 2.586], [-0.022, 0.698, -1.338], [-2.854, 3.080, 0.847]],
  "mulliken_charge": [-1.12, 0.47, -0.63, 0.03, 0.33, 0.32, 0.52, 0.55, 0.21, -0.66, -1.42, 0.31, -0.35, -0.70, 0.66, 0.56, 0.22, 0.17, 0.09, 0.53, -1.06, 0.36, -0.54, -0.57, 0.32, 0.43, 0.32, 0.44, 0.02, 0.25, -0.61, 0.29, -0.31, 0.29, -0.37, 0.43, 0.56, -0.08, 0.13, -0.40, -0.71, 0.67, -0.76, -1.06, 0.00, 0.05, 0.68, 0.06, 0.31, 0.76, -1.90, 0.60, -0.71, -0.98, 0.30, 1.51, 0.22, 0.27, 0.28, 0.39, -0.72, 0.20, -0.37, -0.21, 0.35, -0.07, 0.53, 0.29, -0.34, 0.36, -0.54, 0.48, -0.65, -1.14, 0.42, -0.03, 0.23, 0.22, 0.74, 0.26, -1.56, 0.66, -0.68, -0.70, 0.41, 0.44, 0.59, -0.23, 0.12, 0.99, 0.09, 0.43, -0.68, -1.04, -0.09, -0.12, 0.28, 0.51, 0.40, 0.19, -1.90, 1.06, -0.67, -0.90, 0.11, 0.66, 0.82, 0.19, 0.23, 0.32, -1.30, 0.62, -0.62, -0.69, 0.36, 0.54, 0.32, -0.32, 0.59, 0.54, -1.17, 0.46, -0.54, -0.07, 0.53, 0.22, 0.37, 0.07, 0.35, -0.21],
  "gap_ev": 7.66,
  "e_above_lowest_kj_mol": 1784.7,
  "multiplicity": 1,
  "e_tot_ev": -195673.794,
  "homo_energy_ev": -7.959,
  "lumo_ev": -0.3
}